# 1
C26H61N8O8 | the ωB97M-V functional and the def2-TZVPD basis

## Properties
* orbital gap: 6.2 eV
* spin multiplicity: 1
* net charge: +1

Geometry as XYZ:
```
103
Properties=species:S:1:pos:R:3:forces:R:3
C -6.957311 -4.776850 3.126315 0.17 0.33 -1.21
C -6.612033 -4.587231 1.519784 -1.71 0.73 1.20
O -5.287674 -5.213657 1.266686 -0.19 0.58 -0.09
N -4.903963 -4.962216 -0.005183 -2.39 -1.13 -5.72
C -5.705424 -5.321780 -1.237967 3.79 1.88 0.02
N -5.011834 -4.905791 -2.522806 1.35 0.06 8.42
C -3.728248 -4.326486 -1.912504 -3.14 -1.31 -0.09
N -2.807907 -3.872794 -2.825269 0.25 0.04 1.77
C -1.481051 -3.319528 -2.354404 0.98 -0.06 -0.35
C -1.553549 -1.839225 -1.652612 -3.58 4.40 0.79
O -2.566749 -0.970836 -1.736927 6.04 -6.17 0.09
N -0.360071 -1.421413 -0.801431 -0.55 -1.52 -0.87
C 0.940044 -1.464871 -1.573428 1.69 0.36 -0.07
C -0.176612 -2.357788 0.386823 0.37 -1.71 -0.26
N -3.692002 -4.361409 -0.399160 -0.15 0.16 -4.67
H -8.104648 -5.047996 3.181498 2.49 0.62 0.12
H -6.728178 -3.746222 3.648404 -0.47 -2.40 -0.79
H -6.300572 -5.662619 3.523001 -1.36 1.83 -0.57
H -7.466434 -5.159352 0.933845 2.05 1.25 0.89
H -6.533542 -3.446484 1.223929 -0.28 -2.44 0.47
H -6.750493 -5.861926 -1.069873 2.67 1.39 -0.65
H -3.042140 -3.977722 -3.855920 0.25 0.21 2.09
H -0.721476 -3.217532 -3.266880 -1.89 -0.25 1.88
H -0.974828 -4.124135 -1.633752 -1.09 1.93 -1.36
H 1.061440 -0.602097 -2.361892 -0.56 -1.67 1.63
H 1.168649 -2.480674 -2.107415 -0.46 1.68 0.99
H 1.808514 -1.317767 -0.768183 -1.91 -0.27 -1.86
H -1.212943 -2.750175 0.829567 2.24 1.23 -0.76
H 0.525224 -1.900153 1.224675 -1.83 -0.71 -1.82
H 0.396440 -3.310989 -0.044106 -1.09 1.62 1.23
H -2.908647 -3.989346 0.196169 -1.57 -0.69 -0.49
C -2.584072 1.996560 6.174954 -0.15 0.31 -0.12
O -2.223965 2.805161 5.062917 0.25 -0.45 0.22
C -0.951094 2.452105 4.507992 -0.06 0.37 -0.61
C -1.130197 1.883973 3.091993 -0.12 -0.19 0.62
N -1.763195 0.562102 3.129637 -0.08 0.07 -0.09
C -2.187315 0.076414 1.812080 -0.21 0.29 0.23
C -3.304638 0.863712 1.098746 -0.03 -0.61 -0.26
O -4.572809 0.785252 1.752760 0.43 0.31 -0.09
C -4.773495 1.760202 2.769245 -0.32 -0.24 -0.08
H -3.507986 2.396517 6.602697 0.15 0.02 -0.14
H -2.768611 0.965513 5.861142 0.08 -0.13 0.14
H -1.805869 2.022126 6.944707 -0.05 -0.10 -0.03
H -0.393549 1.760491 5.150400 -0.23 -0.05 -0.06
H -0.370555 3.378946 4.440198 0.00 -0.28 0.01
H -0.149424 1.800586 2.607695 -0.10 0.00 0.04
H -1.737626 2.594004 2.520542 0.12 0.21 -0.02
H -2.583285 0.605258 3.733750 0.30 0.03 -0.16
H -2.539842 -0.951047 1.957955 -0.09 0.02 -0.08
H -1.310971 0.016610 1.154593 -0.14 0.16 0.03
H -3.449787 0.398213 0.116708 0.02 0.06 0.15
H -3.027799 1.903842 0.896740 -0.02 0.03 0.22
H -4.251564 2.698277 2.556771 0.06 -0.13 0.05
H -4.465437 1.359574 3.735347 0.10 0.23 0.16
H -5.844858 1.969481 2.829293 0.09 -0.04 -0.09
C -0.181190 5.576970 3.304885 0.24 0.08 0.18
O 1.158802 5.147620 3.104335 -0.43 0.01 -0.36
C 1.484830 4.971672 1.720306 0.75 0.09 0.11
C 2.535655 6.005677 1.288440 -0.63 0.10 0.19
N 1.961670 7.353942 1.241880 0.15 -0.20 0.12
C 2.963413 8.413364 1.081062 -0.19 0.07 0.32
C 3.966849 8.613148 2.234448 -0.12 0.51 -0.25
O 3.369785 9.091231 3.441552 0.25 -0.56 -0.25
C 2.860946 8.070723 4.292250 0.03 0.45 0.08
H -0.380208 5.582973 4.380479 0.10 -0.01 -0.15
H -0.324625 6.591458 2.923009 -0.17 -0.02 -0.08
H -0.887011 4.890992 2.825277 -0.05 0.13 -0.03
H 0.598851 5.006474 1.075557 0.02 0.18 0.16
H 1.921689 3.971238 1.625733 -0.01 0.05 -0.03
H 2.917467 5.741666 0.294493 -0.05 0.06 0.09
H 3.366124 5.956924 2.000913 0.09 -0.26 -0.02
H 1.450533 7.525800 2.107078 0.17 -0.07 -0.29
H 2.408213 9.349471 0.951876 0.16 -0.05 0.04
H 3.514701 8.244661 0.147539 -0.01 -0.07 0.13
H 4.666127 9.397119 1.920507 -0.11 -0.04 0.06
H 4.580052 7.725281 2.421501 -0.16 -0.11 0.11
H 3.435168 7.141990 4.219678 -0.09 0.03 -0.10
H 1.809052 7.890337 4.069238 -0.06 -0.28 0.05
H 2.919035 8.430536 5.322969 0.05 0.03 -0.12
C 6.395191 -5.858465 -4.930501 0.21 0.28 0.01
O 6.339428 -4.701665 -5.754421 -0.32 -0.48 -0.05
C 5.505720 -4.879173 -6.906033 -0.05 0.71 -0.10
C 4.274669 -3.964841 -6.814289 0.22 -0.49 0.25
N 3.355852 -4.420017 -5.766416 -0.01 0.24 0.06
C 2.292072 -3.457738 -5.459630 0.40 -0.09 0.19
C 2.719019 -2.110307 -4.843803 -0.46 -0.15 0.15
O 3.263558 -2.224904 -3.527559 0.00 0.12 -0.57
C 4.661206 -2.487740 -3.488349 -0.04 0.03 0.36
H 7.129480 -5.679134 -4.139800 -0.09 0.07 -0.18
H 5.425398 -6.048354 -4.462491 -0.04 -0.21 0.00
H 6.712721 -6.733527 -5.506883 -0.09 -0.01 0.08
H 5.217658 -5.926438 -7.054796 -0.03 0.11 0.21
H 6.101138 -4.575031 -7.774153 -0.10 -0.03 0.05
H 3.750660 -3.963945 -7.778044 0.03 -0.01 0.13
H 4.627209 -2.947635 -6.612597 0.15 0.05 -0.20
H 3.886668 -4.592676 -4.913313 -0.14 0.03 -0.31
H 1.618933 -3.953590 -4.750936 -0.02 0.09 0.03
H 1.707077 -3.270418 -6.368769 0.14 0.05 0.04
H 1.811952 -1.503852 -4.736101 0.04 -0.02 0.03
H 3.384105 -1.536869 -5.498130 0.13 -0.15 0.07
H 5.193643 -2.042070 -4.334182 -0.09 -0.13 0.01
H 4.836776 -3.563036 -3.447492 0.24 -0.03 -0.15
H 5.059896 -2.056651 -2.566162 -0.11 0.02 -0.09
```
Forces are in eV/Å.

=====

# 2
C26H62Br6O16P4 | the ωB97M-V functional and the def2-TZVPD basis

## Properties
* orbital gap: 9.5 eV
* spin multiplicity: 1
* net charge: 0

Geometry as XYZ:
```
114
Properties=species:S:1:pos:R:3:forces:R:3
C -3.875583 -2.432359 1.383150 0.28 -0.47 -0.19
Br -5.831423 -2.461022 1.635681 1.23 -0.03 -0.04
Br -3.324952 -3.041905 -0.386549 -0.43 0.05 0.60
Br -2.834601 -3.402572 2.741712 -0.69 0.18 -0.33
H -3.492720 -1.425078 1.459642 -0.43 0.15 0.03
C 4.525156 -1.532037 2.779533 -0.94 0.06 1.24
Br 3.865602 -0.321923 1.405618 0.72 -0.15 0.37
Br 4.251310 -0.854144 4.643040 0.04 0.09 -1.03
Br 6.281130 -2.250826 2.644193 -0.03 0.25 -0.44
H 3.806787 -2.338600 2.761230 0.24 -0.20 -0.19
C -3.388671 0.316279 -3.973951 1.04 -0.11 0.70
C -3.180182 -0.483639 -2.680856 -0.50 0.33 -0.49
O -2.072234 -1.370219 -2.832706 1.49 0.30 0.55
P -0.532127 -1.015545 -2.480570 -2.23 -0.48 -0.43
O 0.340309 -2.009015 -3.099329 0.54 0.16 0.38
O -0.436837 0.479772 -3.024633 0.09 -0.76 0.79
C 0.585857 1.384980 -2.569611 -0.65 0.47 0.06
C -0.051759 2.778681 -2.567619 0.86 0.89 -0.86
O -0.522460 -0.970572 -0.858422 0.32 0.37 -1.09
C 0.737558 -1.228312 -0.210460 0.18 -0.37 1.02
C 0.456529 -1.836138 1.167628 0.23 -0.54 -0.58
H -2.595011 1.059176 -4.068188 -0.17 0.19 0.15
H -3.187447 -0.358991 -4.804009 -0.71 0.01 -0.18
H -4.354824 0.813965 -3.958536 -0.10 -0.17 -0.35
H -3.089553 0.167207 -1.806634 0.25 -0.04 -0.01
H -4.033985 -1.136040 -2.497654 0.00 0.03 -0.03
H 0.944040 1.153512 -1.561226 -0.40 -0.22 0.03
H 1.448701 1.220782 -3.216348 -0.11 0.54 -0.19
H -1.121816 2.848194 -2.375585 0.09 -0.70 0.69
H 0.507250 3.456404 -1.917304 -0.20 -0.07 0.17
H -0.014636 3.289592 -3.537469 0.39 -0.41 -0.17
H 1.320686 -1.910598 -0.829045 0.07 0.07 0.01
H 1.284794 -0.294159 -0.068428 -0.04 0.05 -0.23
H 1.358300 -2.139017 1.704273 0.28 0.45 -0.20
H -0.090685 -1.139004 1.797754 -0.27 -0.14 -0.01
H -0.045354 -2.795561 1.026538 -0.55 0.27 0.09
C 2.217197 6.926278 2.379432 0.75 -0.76 -0.12
C 2.224778 5.609352 1.551457 -0.43 1.78 1.37
O 3.323589 5.649453 0.656887 0.35 -0.42 -0.93
P 3.189156 5.577174 -0.939138 -0.75 0.51 0.02
O 1.797620 5.469534 -1.403267 0.11 -0.05 0.28
O 3.988975 6.862095 -1.454930 -0.30 -1.13 0.60
C 3.825467 8.103754 -0.762535 1.07 1.34 -0.57
C 2.485603 8.773761 -0.988734 -0.60 -0.76 0.24
O 4.119164 4.418121 -1.440350 0.52 0.57 0.54
C 3.866587 3.028804 -1.327359 0.28 -1.13 -1.27
C 4.024538 2.419191 -2.713497 -0.68 -1.49 0.17
H 3.255313 7.231427 2.523991 0.02 0.08 -0.09
H 1.682847 7.734026 1.886179 -0.15 -0.01 0.15
H 1.864227 6.704851 3.388217 -0.46 0.27 -0.15
H 2.380385 4.823465 2.290019 -0.01 -0.32 -0.53
H 1.258539 5.568325 1.050296 0.19 -0.64 -0.28
H 4.249297 8.081852 0.242126 -0.73 -0.55 0.31
H 4.552306 8.757795 -1.254854 -0.01 -0.11 -0.19
H 2.353835 8.835416 -2.068828 -0.05 0.48 0.04
H 1.607115 8.221460 -0.642267 0.27 -0.31 0.16
H 2.426375 9.731984 -0.474975 0.29 0.20 -0.32
H 4.601662 2.538598 -0.689153 0.10 0.47 0.34
H 2.880359 2.722471 -0.973304 -0.22 0.79 0.25
H 3.687737 1.374053 -2.639844 0.11 -0.02 0.22
H 3.319355 2.809479 -3.445978 0.38 0.58 -0.06
H 5.045562 2.305971 -3.069409 0.04 0.70 -0.10
C -2.294138 2.200601 8.893154 -0.12 -2.26 -0.59
C -1.198227 1.423183 8.128682 -0.31 1.65 1.21
O -1.026965 2.072345 6.857939 0.53 -0.98 -0.48
P 0.298649 1.646118 6.043101 -0.85 0.15 -0.01
O 1.558517 2.076735 6.653792 -0.18 -0.17 -0.29
O 0.197634 0.082425 5.843651 0.13 0.30 0.47
C -0.743960 -0.598306 4.981441 0.41 -0.55 0.89
C -1.378045 -1.718054 5.806722 0.01 0.34 -0.23
O -0.087474 2.221125 4.613369 0.26 0.20 -0.05
C 0.868206 3.048227 3.891057 -0.09 0.09 0.61
C 1.544238 2.220052 2.805083 -0.68 -0.97 0.81
H -2.434653 1.579043 9.784010 0.01 0.65 0.42
H -2.202155 3.260779 9.081171 0.34 0.02 -0.03
H -3.183280 1.948287 8.308229 -0.24 0.73 0.04
H -0.249944 1.418041 8.670144 0.06 0.04 -0.07
H -1.575933 0.402301 8.100208 0.22 -0.12 -0.70
H -1.518520 0.063320 4.598163 0.30 0.21 -0.20
H -0.058806 -1.000576 4.233480 -0.71 0.00 -0.52
H -0.660734 -2.526815 5.931785 -0.20 -0.16 0.04
H -1.662038 -1.350411 6.790419 0.12 0.11 0.05
H -2.306746 -2.050483 5.343191 0.21 -0.27 -0.15
H 0.307856 3.921716 3.559752 -0.05 -0.17 -0.36
H 1.554585 3.392714 4.667028 0.36 0.12 -0.39
H 1.914572 2.776895 1.950415 0.24 0.00 0.15
H 2.273228 1.569625 3.294538 0.58 0.47 -0.23
H 0.839453 1.453113 2.465038 -0.33 0.43 -0.35
C -3.320163 -3.352365 -5.974582 -0.44 0.18 0.40
C -3.605852 -4.563506 -5.101380 0.06 -0.06 -0.70
O -2.415641 -4.888460 -4.362915 -0.18 -0.83 0.15
P -1.656794 -6.262864 -4.654146 -0.84 -0.54 -0.30
O -0.927936 -6.371481 -5.925303 0.17 0.37 0.44
O -2.820045 -7.401506 -4.600278 0.64 1.38 0.72
C -2.373539 -8.765013 -4.536046 -1.31 -0.26 -0.75
C -3.332026 -9.635330 -5.355832 0.31 -0.12 -0.80
O -0.848474 -6.447098 -3.308047 -0.16 -0.04 -0.24
C 0.226183 -5.536805 -2.940670 -0.16 -0.17 -0.28
C -0.056294 -4.945215 -1.578083 0.46 -0.93 -0.27
H -4.139328 -3.230936 -6.685673 0.13 0.05 -0.13
H -3.266313 -2.443851 -5.373841 -0.01 -0.07 0.09
H -2.363722 -3.438629 -6.485007 -0.09 -0.28 -0.15
H -4.435006 -4.428028 -4.404740 0.26 0.34 0.22
H -3.927851 -5.415911 -5.706006 0.31 0.00 -0.12
H -1.397225 -8.807852 -5.019649 0.22 -0.25 0.63
H -2.483104 -9.078674 -3.496884 0.91 0.02 0.00
H -3.712057 -9.100571 -6.229071 0.00 0.26 0.19
H -2.768450 -10.457379 -5.806300 -0.04 -0.17 0.30
H -4.181876 -10.053847 -4.820540 0.07 0.16 0.22
H 1.124283 -6.151302 -2.962517 0.13 0.12 0.14
H 0.341558 -4.740954 -3.676930 -0.17 -0.04 -0.10
H 0.029779 -5.730619 -0.824149 -0.04 0.06 0.09
H 0.742986 -4.220245 -1.425557 -0.40 0.36 0.30
H -1.073169 -4.563486 -1.546490 0.19 0.47 0.01
```
Forces are in eV/Å.

=====

The records above give, respectively, energy relative to the best compared isomer or geometry (same formula, charge and spin) values of 7.1542; 1.8837 eV.